A gas-phase ion, C6H11N4O2 (charge +1), computed with ωB97M-V/def2-TZVPD.

* DFT total energy: -16445.2018 eV
* HOMO level: -0.4997 Ha
* multiplicity: 1
* net charge: +1
* frontier orbital gap: 0.318 Eh
* lowest unoccupied orbital energy: -0.1813 Eh
* ΔE to the lowest compared entry with this formula, charge and spin: 91.7 kcal per mole

Geometry as XYZ:
```
23
C6H11N4O2, DFT ωB97M-V/def2-TZVPD
C -2.405 -0.465 -0.723
C -2.904 0.598 0.267
C 1.504 -0.394 -1.358
C 1.855 -0.951 0.951
C 1.928 1.047 -1.009
C 2.004 0.531 1.161
N -1.266 -1.003 -0.541
N -0.259 -1.006 0.177
N 0.913 -0.886 -0.187
N -4.063 0.208 0.755
O -2.222 1.564 0.509
O 2.656 1.118 0.141
H -2.979 -0.992 -1.442
H 0.760 -0.194 -2.086
H 2.360 -0.992 -1.737
H 2.728 -1.502 0.753
H 1.339 -1.460 1.839
H 2.509 1.464 -1.759
H 0.882 1.664 -0.999
H 0.959 0.910 1.184
H 2.571 0.750 2.045
H -4.380 -0.733 0.539
H -4.489 0.725 1.521
```

Mulliken atomic charge list, values in e, 8 entries: C -0.31; C 0.62; C -0.52; C -0.49; C -0.44; C -0.55; N -0.34; N -0.08

A single C20H18N2O6S molecule, computed with ωB97M-V/def2-TZVPD.

* DFT total energy: -47131.1079 eV
* HOMO level: -0.2882 Ha
* multiplicity: 1
* net charge: 0
* frontier orbital gap: 0.266 Eh
* lowest unoccupied orbital energy: -0.0218 Eh
* ΔE to the lowest compared entry with this formula, charge and spin: 47.2 kcal per mole

Geometry as XYZ:
```
47
C20H18N2O6S, DFT ωB97M-V/def2-TZVPD
C -2.801 -5.225 -1.673
H -2.415 -5.891 -0.897
H -3.864 -5.388 -1.825
H -2.248 -5.409 -2.597
O -2.662 -3.870 -1.276
C -1.416 -3.478 -0.971
O -0.454 -4.210 -1.018
C -1.351 -2.064 -0.575
C -2.367 -1.189 -0.679
C -2.106 0.208 -0.455
N -0.882 0.647 -0.379
N 0.130 -0.162 -0.285
C 1.407 0.392 -0.419
C 2.548 -0.267 0.029
C 3.795 0.315 -0.116
C 3.927 1.571 -0.701
C 2.776 2.235 -1.138
C 1.538 1.655 -1.005
H 0.653 2.165 -1.350
H 2.887 3.208 -1.589
O 5.099 2.227 -0.888
C 6.296 1.605 -0.483
H 7.091 2.302 -0.741
H 6.456 0.661 -1.013
H 6.309 1.424 0.596
H 4.657 -0.224 0.243
H 2.485 -1.227 0.515
C -0.026 -1.596 -0.020
H 0.791 -2.162 -0.482
C 0.031 -1.829 1.500
O 0.932 -2.373 2.076
O -1.043 -1.312 2.091
C -1.112 -1.444 3.506
H -1.059 -2.496 3.788
H -2.065 -1.013 3.802
H -0.284 -0.909 3.975
C -3.226 1.162 -0.523
O -4.337 0.800 -0.882
C -2.975 2.546 -0.142
C -1.916 3.157 0.483
C -2.118 4.532 0.675
C -3.327 4.953 0.203
S -4.246 3.683 -0.477
H -3.729 5.947 0.221
H -1.401 5.183 1.144
H -1.033 2.630 0.792
H -3.343 -1.471 -1.037
```

Mulliken atomic charge list, values in e, 8 entries: C -0.69; H 0.30; H 0.23; H 0.30; O -0.27; C 0.53; O -0.61; C -0.24

3 unconnected molecules or ions with the total composition C38H73ClN8O10P3, computed with ωB97M-V/def2-TZVPD.

* DFT total energy: -113350.4202 eV
* HOMO level: -0.3195 Ha
* multiplicity: 1
* net charge: +1
* frontier orbital gap: 0.118 Eh
* lowest unoccupied orbital energy: -0.2016 Eh

Geometry as XYZ:
```
133
C38H73ClN8O10P3, DFT ωB97M-V/def2-TZVPD
C 9.124 -1.981 -0.036
C 7.624 -1.634 0.480
O 7.173 -0.337 0.009
C 5.732 -0.306 -0.145
C 5.038 0.964 0.575
C 3.609 0.604 1.265
C 2.361 0.758 0.232
C 1.317 1.909 0.728
C 1.143 3.061 -0.388
C 2.103 4.301 -0.232
C 3.204 4.355 0.946
O 3.776 5.685 1.112
C 5.033 5.428 1.810
C 6.316 5.306 0.921
C 7.681 5.004 1.614
C 7.672 4.838 3.156
C 6.423 4.991 4.071
C 5.061 5.297 3.364
N 2.000 5.385 -1.160
C 1.059 5.431 -2.282
P 1.160 6.973 -3.361
O 2.674 7.184 -3.649
O 0.667 8.394 -2.530
O 0.402 6.837 -4.866
C 0.064 4.235 -2.511
Cl -1.157 4.273 -3.883
C 0.095 2.967 -1.558
C -0.853 1.692 -1.754
O -0.437 0.555 -1.382
O -2.132 1.721 -2.368
C -3.105 2.478 -1.581
C -4.518 1.673 -1.728
C -5.192 1.301 -0.313
C -6.407 2.313 0.033
N -7.726 1.602 0.154
C -7.813 0.805 1.397
C -7.839 1.423 2.878
O -7.909 -0.451 1.276
H 9.509 -1.232 -0.817
H 9.829 -2.035 0.878
H 9.100 -3.036 -0.496
H 6.957 -2.510 0.152
H 7.659 -1.577 1.638
H 5.206 -1.248 0.249
H 5.502 -0.247 -1.274
H 4.890 1.757 -0.253
H 5.742 1.463 1.347
H 3.507 1.310 2.177
H 3.658 -0.470 1.695
H 2.787 1.116 -0.783
H 1.840 -0.269 0.129
H 1.577 2.340 1.754
H 0.276 1.417 0.832
H 2.798 4.032 1.962
H 4.076 3.678 0.589
H 6.243 5.435 -0.219
H 8.611 4.914 0.966
H 8.671 4.588 3.676
H 6.532 4.878 5.207
H 4.109 5.413 4.002
H 2.668 6.177 -1.047
H 1.381 9.056 -2.743
H 0.867 6.208 -5.464
H -3.280 3.476 -2.144
H -2.808 2.654 -0.493
H -5.266 2.222 -2.403
H -4.286 0.677 -2.262
H -5.621 0.244 -0.397
H -4.395 1.402 0.502
H -6.533 3.103 -0.787
H -6.135 2.826 1.039
H -8.471 2.329 0.148
H -8.138 0.549 3.576
H -6.819 1.799 3.228
H -8.633 2.235 3.031
O -8.875 -1.880 5.141
P -10.311 -2.417 4.973
N -10.303 -3.247 6.453
C -9.876 -4.587 6.773
C -10.478 -2.438 7.653
N -9.894 -3.374 3.600
C -9.895 -4.817 3.502
C -8.789 -2.871 2.774
N -11.979 -2.956 4.757
C -12.739 -3.963 5.471
C -12.597 -2.610 3.478
H -10.641 -5.091 7.375
H -8.939 -4.592 7.343
H -9.721 -5.226 5.913
H -11.509 -2.070 7.715
H -9.806 -1.574 7.648
H -10.280 -2.997 8.571
H -8.992 -5.260 3.943
H -9.920 -5.130 2.452
H -10.777 -5.278 3.944
H -7.817 -3.117 3.215
H -8.850 -1.791 2.651
H -8.816 -3.296 1.765
H -12.386 -4.977 5.271
H -13.798 -3.938 5.191
H -12.739 -3.794 6.550
H -12.487 -3.419 2.749
H -12.142 -1.708 3.060
H -13.664 -2.392 3.592
O 9.104 -2.980 -3.621
P 7.671 -3.170 -4.153
N 8.108 -4.404 -5.231
C 8.577 -4.335 -6.594
C 8.332 -5.724 -4.653
N 7.626 -1.590 -4.846
C 7.560 -1.249 -6.250
C 8.440 -0.568 -4.177
N 6.004 -3.381 -4.701
C 5.476 -4.102 -5.842
C 5.033 -2.433 -4.156
H 8.019 -5.043 -7.219
H 9.642 -4.581 -6.672
H 8.443 -3.369 -7.066
H 7.380 -6.163 -4.331
H 8.993 -5.667 -3.783
H 8.786 -6.423 -5.359
H 8.543 -1.311 -6.736
H 7.210 -0.219 -6.378
H 6.844 -1.851 -6.806
H 9.493 -0.642 -4.466
H 8.370 -0.657 -3.090
H 8.095 0.443 -4.423
H 5.728 -3.628 -6.793
H 4.383 -4.167 -5.802
H 5.810 -5.142 -5.864
H 4.898 -1.575 -4.821
H 5.359 -2.064 -3.180
H 4.057 -2.904 -3.996
```

Mulliken atomic charge list, values in e, 8 entries: C -0.83; C -0.21; O -0.37; C -0.35; C -0.38; C -0.70; C -0.64; C -1.27

A molecular structure, C22H16Br2Cl2MnN3O4, computed with ωB97M-V/def2-TZVPD.

* DFT total energy: -232185.2450 eV
* HOMO level (spin up / spin down): -0.3080 / -0.3107 Ha
* multiplicity: 5
* net charge: 0
* frontier orbital gap (spin up / spin down): 0.282 / 0.283 Eh
* lowest unoccupied orbital energy (spin up / spin down): -0.0256 / -0.0275 Eh
* ΔE to the lowest compared entry with this formula, charge and spin: 0.0 kcal per mole

Geometry as XYZ:
```
50
C22H16Br2Cl2MnN3O4, DFT ωB97M-V/def2-TZVPD
Mn 0.184 -0.460 -0.416
Cl -1.442 -7.296 -2.518
C -1.198 -5.756 -1.755
C -1.427 -5.629 -0.374
C -1.243 -4.426 0.247
Cl -1.525 -4.272 1.944
C -0.811 -3.261 -0.458
O -0.662 -2.152 0.156
C -0.588 -3.432 -1.857
C -0.187 -2.341 -2.675
O 0.083 -1.180 -2.330
C -0.792 -4.680 -2.482
H -1.751 -6.487 0.199
H -0.112 -2.560 -3.749
H -0.619 -4.773 -3.548
Br -4.189 0.714 -1.379
C -3.237 1.798 -0.141
C -3.710 3.071 0.142
C -2.971 3.833 1.033
C -1.817 3.302 1.587
C -1.446 2.020 1.227
N -2.154 1.274 0.375
C -0.171 1.405 1.765
O 0.525 2.023 2.549
O 0.052 0.199 1.354
H -4.612 3.442 -0.322
H -3.292 4.835 1.286
H -1.198 3.856 2.277
C 2.916 -1.567 3.305
N 3.161 -0.626 2.217
C 3.541 0.743 2.575
C 2.690 -0.872 1.028
N 2.250 -1.099 -0.023
H 3.848 -1.748 3.840
H 2.545 -2.506 2.904
H 2.174 -1.157 3.993
H 4.478 0.718 3.131
H 2.754 1.213 3.165
H 3.678 1.329 1.670
Br 0.727 5.735 -2.860
C 0.637 3.956 -2.197
C -0.325 3.093 -2.700
C -0.396 1.802 -2.202
C 0.469 1.368 -1.199
C 1.429 2.252 -0.726
C 1.525 3.549 -1.221
H -1.012 3.429 -3.466
H -1.156 1.137 -2.595
H 2.106 1.950 0.066
H 2.271 4.233 -0.839
```

Mulliken atomic charge list, values in e, 8 entries: Mn 0.51; Cl -0.23; C 0.25; C -0.58; C 0.31; Cl -0.19; C -0.04; O -0.50